Record 1
C20H18N4S2 | wB97M-V/def2-TZVPD

Values from the calculation:
Lowest unoccupied orbital energy = 0.410 eV
HOMO level = -7.64 eV
ΔE to the lowest compared entry with this formula, charge and spin = 0.0 kcal/mol
Multiplicity = 1
Gap between HOMO and LUMO = 8.0510 eV
Net charge = 0
Electronic energy = -1788.34138 a.u.

XYZ file:
```
44
Properties=species:S:1:pos:R:3:forces:R:3:mulliken_charge:R:1
C 3.414725 1.587607 1.427095 -0.004 0.147 0.100 -0.578
C 4.120420 0.621473 0.731079 0.002 -0.015 -0.011 -0.655
C 3.595706 -0.641368 0.548472 0.062 -0.021 -0.061 -0.390
C 2.328354 -0.977034 1.036774 0.218 0.154 0.228 0.878
N 1.822320 -2.261047 0.835081 -0.010 -0.147 0.116 -0.001
C 2.022607 -2.920424 -0.442393 0.104 -0.185 -0.170 -0.801
C 0.718559 -2.860330 -1.279026 0.128 -0.118 -0.151 -0.962
N -0.097233 -1.748754 -0.828936 -0.103 -0.066 -0.213 0.247
C 0.336381 -0.504573 -1.184082 -0.001 0.354 -0.324 0.435
N 1.414788 -0.450723 -1.969465 -0.325 -0.554 0.035 -0.494
C 2.002204 0.710083 -2.176384 0.128 0.346 0.091 -0.576
N 1.679487 1.860166 -1.627424 0.314 0.528 -0.155 -0.548
C 0.537700 1.838714 -0.955873 -0.335 -0.317 0.049 -0.436
S -0.135710 3.252731 -0.210251 -0.018 -0.276 -0.112 -0.245
C -1.557931 2.367340 0.199966 0.270 -0.218 -0.020 -0.423
C -1.533945 1.055439 -0.170393 0.090 0.646 0.219 0.497
C -2.699894 0.203715 -0.090861 -0.721 -0.216 0.154 0.658
C -3.081683 -0.785883 -0.953901 0.184 0.403 0.149 -0.331
C -4.318753 -1.369005 -0.611847 -0.245 -0.085 0.141 -0.705
C -4.866697 -0.823077 0.503457 0.065 0.236 0.184 -0.418
S -3.886034 0.425367 1.162701 0.243 -0.400 -0.470 -0.136
C -0.282062 0.707554 -0.783140 0.452 0.263 -0.161 0.454
C -0.609418 -1.999436 0.504242 -0.056 -0.041 0.363 -0.338
C 0.528012 -2.610878 1.368072 -0.066 0.056 0.014 -1.328
C 1.646034 -0.004298 1.772954 -0.104 -0.189 0.059 -0.143
C 2.183750 1.255566 1.960113 0.134 0.120 0.048 -0.871
H 3.819485 2.579036 1.555878 0.044 0.097 0.015 0.405
H 5.094642 0.851539 0.325363 0.091 0.009 -0.036 0.392
H 4.185451 -1.377889 0.024736 0.028 -0.077 -0.033 0.446
H 2.815338 -2.421313 -0.992680 -0.050 -0.093 0.045 0.304
H 2.309013 -3.963779 -0.266995 0.012 0.039 -0.096 0.448
H 0.122535 -3.767737 -1.155864 0.016 0.022 -0.014 0.390
H 0.953629 -2.719282 -2.332422 -0.014 -0.167 0.079 0.511
H 2.868734 0.702593 -2.823062 0.093 0.012 -0.083 0.417
H -2.374792 2.879498 0.670464 -0.230 0.090 0.013 0.471
H -2.499076 -1.073549 -1.810136 0.145 -0.030 -0.130 0.513
H -4.780989 -2.158617 -1.176871 -0.113 -0.137 -0.066 0.409
H -5.791613 -1.070576 0.984766 -0.213 -0.100 0.054 0.470
H -1.458335 -2.687894 0.439691 0.000 0.109 0.094 0.576
H -0.954203 -1.066823 0.942627 0.001 -0.148 -0.023 0.023
H 0.446053 -2.284427 2.404577 -0.051 -0.073 -0.013 0.495
H 0.463578 -3.703224 1.356790 -0.020 0.059 0.063 0.302
H 0.677636 -0.207141 2.203289 -0.100 -0.062 -0.012 0.213
H 1.619120 1.988632 2.518753 -0.044 0.048 0.039 0.425
```
Forces are in eV/Å.


Record 2
C5H13N3O2P | wB97M-V/def2-TZVPD

Values from the calculation:
Lowest unoccupied orbital energy (alpha / beta) = -5.568 / -5.569 eV
HOMO level (alpha / beta) = -12.28 / -12.28 eV
ΔE to the lowest compared entry with this formula, charge and spin = 67.3 kcal/mol
Multiplicity = 1
Gap between HOMO and LUMO (alpha / beta) = 6.7153 / 6.7132 eV
Net charge = +1
Electronic energy = -854.12708 a.u.

XYZ file:
```
24
Properties=species:S:1:pos:R:3:forces:R:3:mulliken_charge:R:1
C -2.259117 2.603275 0.024687 -1.437 0.886 -1.456 -1.148
C -1.603911 1.310372 0.133445 2.874 -0.964 0.294 0.279
N -1.990898 0.114349 -0.304973 -0.563 3.081 -0.392 -0.100
C -1.201453 -0.974518 -0.217501 5.732 -4.205 1.467 0.645
N -1.695995 -2.124770 -0.640215 -4.594 -0.443 -1.185 -0.430
N 0.043002 -0.978997 0.202100 -1.945 3.433 -0.155 -0.229
C 0.839069 -2.121526 0.558781 0.378 1.209 0.980 -1.239
P 1.170112 0.496140 -0.958703 0.184 0.983 0.744 0.391
O 2.116243 -0.366816 -1.651690 0.205 -1.167 -1.185 -0.604
O 1.963268 1.096433 0.294556 -2.416 0.733 0.500 -0.252
C 3.290749 0.760608 0.623405 -0.679 -2.334 -1.731 -0.664
H -3.277329 2.513047 -0.495208 1.462 0.376 0.767 0.313
H -1.601212 3.365309 -0.523396 -0.690 -1.279 0.486 0.311
H -2.368865 3.088777 1.015458 -0.004 -0.556 -0.262 0.335
H -0.547658 1.257953 0.602156 -2.031 0.030 -0.131 0.505
H -2.670171 -0.021447 -1.045820 -0.728 0.735 0.305 0.284
H -2.756285 -2.089668 -0.844746 2.534 -1.105 0.344 0.211
H -1.140709 -2.976929 -0.760519 -0.534 0.741 0.084 0.257
H 1.555241 -1.762144 1.399300 -0.740 -0.812 -1.921 0.223
H 0.165406 -2.791437 1.027625 -0.461 -1.276 0.480 0.632
H 1.261834 -2.528202 -0.355218 0.677 -0.252 0.304 0.393
H 3.790123 1.542696 0.198555 2.267 1.785 -0.887 0.318
H 3.509117 -0.186646 0.052646 0.370 0.834 1.169 0.357
H 3.409430 0.774142 1.665266 0.139 -0.432 1.380 0.212
```
Forces are in eV/Å.


Record 3
C8H24F2O4Pb | wB97M-V/def2-TZVPD

Values from the calculation:
Lowest unoccupied orbital energy = -2.314 eV
HOMO level = -9.31 eV
ΔE to the lowest compared entry with this formula, charge and spin = 0.0 kcal/mol
Multiplicity = 1
Gap between HOMO and LUMO = 6.9935 eV
Net charge = 0
Electronic energy = -1012.67477 a.u.

XYZ file:
```
39
Properties=species:S:1:pos:R:3:forces:R:3:mulliken_charge:R:1
Pb -23.841190 -19.206474 -26.627475 -3.635 -2.400 -1.785 1.329
F -25.279173 -19.455591 -28.589199 2.113 0.574 2.138 -0.693
F -25.448024 -20.953263 -26.093440 1.759 1.736 0.191 -0.751
C -23.388842 -24.136006 -28.243862 -1.444 -0.067 -0.474 -1.351
C -23.207885 -22.706532 -27.830004 0.643 -0.445 1.061 0.352
O -21.804572 -22.407912 -27.789665 0.401 0.269 -0.245 -0.540
H -24.466644 -24.290075 -28.130060 -0.103 -0.146 -0.243 0.327
H -22.975022 -24.936422 -27.633280 0.627 0.425 0.064 0.333
H -23.160451 -24.240135 -29.304494 0.233 -0.296 0.092 0.354
H -23.560961 -22.605485 -26.799579 -0.398 0.204 -0.111 -0.152
H -23.773925 -22.057132 -28.500751 0.087 0.133 0.018 0.428
H -21.644826 -21.474569 -27.946256 -0.019 -0.021 -0.142 0.256
C -27.462174 -20.482128 -21.638790 -0.439 1.134 1.088 -1.187
C -26.548219 -20.098188 -22.758030 1.016 -1.662 -1.435 0.380
O -27.190990 -20.449626 -23.976079 -0.166 0.346 -0.081 -0.517
H -28.420886 -19.975765 -21.770098 0.049 0.196 0.020 0.296
H -27.031452 -20.131433 -20.697250 -0.123 0.013 0.114 0.355
H -27.740992 -21.524044 -21.488075 0.598 -0.221 -0.597 0.277
H -25.610236 -20.669299 -22.737357 -0.020 -0.354 0.478 -0.161
H -26.132491 -19.086122 -22.800857 -0.864 0.491 0.476 0.273
H -26.534011 -20.724322 -24.636492 -0.098 0.219 -0.157 0.284
C -26.856761 -25.089792 -24.252039 0.767 -0.979 0.807 -1.396
C -26.703464 -23.616607 -24.497406 -0.455 0.160 -0.898 0.286
O -25.877812 -23.534460 -25.649800 0.314 0.096 -0.082 -0.436
H -27.609519 -25.368793 -23.514065 -0.101 0.221 -0.030 0.377
H -25.910510 -25.520831 -23.911126 0.085 0.167 0.273 0.294
H -27.019487 -25.669799 -25.160649 -0.462 0.494 -0.240 0.317
H -26.292997 -23.003456 -23.690069 0.205 -0.466 0.389 0.071
H -27.693225 -23.180018 -24.664585 -0.025 0.093 -0.297 0.246
H -25.665483 -22.609308 -25.869871 -0.306 -0.014 0.068 0.218
C -22.007637 -22.687114 -23.821910 -1.033 0.099 0.077 -1.232
C -23.011642 -21.520106 -23.685605 1.286 -0.339 -1.029 0.332
O -22.515413 -20.437661 -24.537127 -0.267 0.248 -0.149 -0.484
H -22.465896 -23.605151 -23.451839 0.180 0.044 0.404 0.333
H -21.076191 -22.466250 -23.301068 0.015 -0.140 0.042 0.437
H -21.812171 -22.909805 -24.871721 0.058 0.333 -0.088 0.293
H -23.041189 -21.095681 -22.683364 -0.423 -0.391 0.128 0.371
H -23.974778 -21.787443 -24.115884 -0.117 0.057 0.343 -0.170
H -21.578474 -20.367735 -24.325330 0.063 0.189 -0.188 0.247
```
Forces are in eV/Å.


Record 4
C5H8O2 | wB97M-V/def2-TZVPD

Values from the calculation:
Lowest unoccupied orbital energy = 0.539 eV
HOMO level = -9.11 eV
ΔE to the lowest compared entry with this formula, charge and spin = 79.8 kcal/mol
Multiplicity = 1
Gap between HOMO and LUMO = 9.6471 eV
Net charge = 0
Electronic energy = -345.67780 a.u.

XYZ file:
```
15
Properties=species:S:1:pos:R:3:forces:R:3:mulliken_charge:R:1
C -1.195538 1.438307 -0.317147 -0.012 0.019 0.026 -0.960
C -0.015525 0.814179 -0.960824 0.190 0.039 -0.057 0.371
C 1.186318 0.916380 -1.460751 -0.152 0.071 0.116 -0.326
C 0.617493 -0.449274 -1.413156 -0.150 -0.039 -0.355 -0.350
O 1.080075 -1.425393 -0.508209 0.123 0.103 0.204 -0.551
H -1.085894 2.524312 -0.245796 0.001 -0.155 -0.014 0.276
H -2.107387 1.210336 -0.880158 0.135 0.018 0.071 0.292
H -1.324318 1.038565 0.694971 0.017 0.061 -0.148 0.219
H 2.037972 1.539595 -1.696846 -0.133 -0.097 0.024 0.346
H 0.290089 -0.970321 -2.315200 0.044 0.106 0.119 0.353
H 1.314717 -0.964048 0.314909 -0.012 -0.096 -0.122 0.348
C -0.211041 -1.430662 2.197156 0.263 0.284 0.067 -0.082
O 0.633923 -0.564531 2.168497 -0.411 -0.417 0.072 -0.444
H -0.388877 -2.083209 1.325447 0.024 0.058 0.060 0.229
H -0.832003 -1.594235 3.097110 0.075 0.045 -0.063 0.278
```
Forces are in eV/Å.